{"formula": "C4H9NO", "method": "ωB97M-V/def2-TZVPD", "energy_ha": -287.74787, "smiles": "C=NC.CC=O", "lumo_energy_ev": 0.994, "homo_lumo_gap_ha": 0.383, "largest_force_ev_per_a": 1.84, "e_above_lowest_kj_mol": 222.1, "species": ["C", "N", "C", "C", "O", "C", "H", "H", "H", "H", "H", "H", "H", "H", "H"], "coordinates": [[-1.776417, 1.220718, -0.013354], [-0.958764, 0.268331, 0.073723], [-1.520158, -1.055300, 0.273892], [1.513064, -0.358040, -0.735760], [1.397599, -1.568579, -0.850130], [2.237847, 0.266057, 0.409974], [-2.848408, 1.106979, 0.170789], [1.167902, 0.487675, -1.432242], [-1.480814, 2.222586, -0.324410], [-1.268409, -1.637258, -0.617496], [-2.611065, -1.069235, 0.423955], [-1.048544, -1.537931, 1.128131], [2.588550, -0.513954, 1.083597], [1.574951, 0.980855, 0.908348], [3.080316, 0.840068, 0.010030]], "atomic_forces_ev_per_a": [[-0.28, 0.22, -0.10], [-0.46, 0.15, -0.19], [-0.01, -0.17, 0.10], [0.15, -0.12, 0.05], [-0.21, 1.74, -0.56], [0.15, 0.02, 0.19], [-0.11, -0.18, -0.08], [0.01, -1.59, 0.00], [0.37, -0.08, 0.28], [-0.03, -0.05, 0.19], [0.17, 0.16, -0.07], [0.12, -0.03, -0.02], [0.03, 0.17, 0.14], [0.09, -0.17, 0.01], [0.02, -0.07, 0.06]], "mulliken_charge": [-0.365, -0.107, -0.938, 0.416, -0.532, -0.966, 0.196, 0.220, 0.248, 0.288, 0.384, 0.270, 0.276, 0.277, 0.333]}

{"formula": "C24H25FN2O2", "method": "ωB97M-V/def2-TZVPD", "energy_ha": -1288.72516, "lumo_energy_ev": 0.647, "homo_lumo_gap_ha": 0.310, "largest_force_ev_per_a": 19.74, "e_above_lowest_kj_mol": 1829.9, "species": ["C", "C", "C", "C", "C", "C", "C", "C", "H", "H", "H", "C", "O", "N", "C", "H", "C", "H", "C", "H", "C", "C", "H", "H", "C", "C", "O", "N", "H", "C", "C", "C", "C", "C", "C", "C", "H", "H", "H", "H", "F", "H", "H", "H", "H", "C", "H", "H", "H", "H", "H", "H", "H", "H"], "coordinates": [[6.407853, 0.809931, -1.283008], [5.441007, 0.669007, -0.842009], [4.187294, 0.610957, -0.237600], [2.918540, 0.868804, -0.900960], [1.656953, 0.576486, -0.407439], [1.499659, 0.109744, 1.070022], [2.622661, -0.316743, 1.838745], [3.924725, -0.003300, 0.948577], [4.799023, -0.296382, 1.483990], [2.687715, -0.673395, 2.648389], [0.529409, 0.231322, 1.484730], [0.280465, 1.178725, -1.112988], [0.140613, 0.328530, -2.170429], [-0.405072, 2.107976, -0.437588], [-0.045957, 2.971665, 0.394375], [0.033115, 3.928881, 0.151810], [-1.079619, 2.964864, 1.646103], [-1.214538, 2.145999, 2.243331], [-2.360391, 3.553499, 0.888130], [-2.438744, 4.477278, 0.596258], [-2.881955, 2.396867, -0.199718], [-3.322291, 1.166734, 0.716773], [-4.130156, 1.346211, 1.182862], [-2.487219, 0.830336, 1.439831], [-3.379792, 0.062350, -0.637756], [-1.993407, -0.885510, -0.502342], [-1.247422, -1.095367, 0.402605], [-1.936637, -1.491735, -1.638399], [-2.740694, -1.571936, -2.221216], [-0.750562, -2.445759, -1.903745], [-0.118191, -2.937425, -0.835138], [-0.862366, -3.953571, -0.096501], [-0.230488, -4.491412, 1.153468], [1.039749, -4.386755, 1.412555], [1.756909, -3.464331, 0.636265], [1.239107, -2.596354, -0.427539], [1.789639, -2.108820, -1.251732], [2.820929, -3.164044, 1.130733], [1.501817, -4.676883, 2.312890], [-0.969179, -5.071404, 1.833825], [-2.041115, -4.291592, -0.108999], [-1.237599, -3.108545, -2.443682], [-0.167064, -1.777980, -2.432479], [-4.175749, -0.937179, 0.031660], [-3.818817, 0.277097, -1.453342], [-1.529488, 2.250001, -1.130741], [-1.526135, 3.169153, -1.599870], [-1.725015, 1.389455, -1.824646], [-3.687559, 2.848479, -0.764244], [-3.370462, 3.555002, 1.769223], [-0.807191, 3.973265, 2.235375], [0.938379, 2.735518, 0.918170], [3.108333, 1.370975, -1.972240], [7.356995, 0.841323, -1.734358]], "atomic_forces_ev_per_a": [[17.81, 2.06, -8.26], [-16.87, -1.61, 7.92], [-5.22, -1.59, 0.85], [0.64, 1.32, -3.20], [-0.79, 2.45, 3.30], [2.83, 0.28, -1.28], [0.16, 7.93, -17.99], [-0.79, -1.61, 4.45], [0.73, -0.37, 0.45], [0.82, -4.81, 11.28], [-0.82, -0.49, 0.18], [6.68, -7.74, -1.61], [-1.28, 5.54, 4.18], [0.44, -8.69, -7.56], [3.93, 0.95, 12.22], [0.05, 4.28, -1.88], [0.13, 8.15, -3.27], [-0.16, -2.03, 1.15], [-4.43, -8.64, 4.53], [0.75, 5.23, -1.90], [3.13, 2.05, 3.50], [7.93, -1.89, -8.05], [-6.13, 1.09, 3.07], [-1.42, 0.29, -1.52], [2.23, -5.46, 14.59], [-4.18, 2.21, -1.31], [0.38, 1.53, 2.12], [1.90, -2.68, -1.50], [-0.18, 0.17, -0.32], [-3.30, 6.22, -2.35], [1.82, -4.96, 6.54], [9.92, 2.02, 4.71], [-6.14, -1.36, -2.20], [2.88, 2.67, -0.46], [3.14, 3.48, -0.35], [-1.47, -4.67, 0.47], [0.14, 0.29, 1.32], [-2.34, -0.87, -1.75], [0.36, -0.83, 0.83], [1.36, 0.89, -1.25], [-6.66, -0.83, -2.10], [-1.55, -3.57, -3.06], [1.63, 0.71, -1.74], [1.95, 2.77, -2.43], [-2.70, 1.85, -5.97], [-8.79, -0.96, -0.81], [-0.13, 2.00, -1.76], [0.60, 1.16, 0.38], [-0.21, -0.34, -0.29], [2.86, 0.01, -2.31], [-0.06, -2.65, -0.53], [-0.84, 0.02, -1.18], [-1.16, -1.14, 2.31], [0.37, 0.18, -0.16]], "mulliken_charge": [-0.012, -1.922, 1.337, 0.303, 0.211, 0.072, -2.099, -0.421, 0.411, 1.139, 0.289, 0.102, -0.735, 0.541, -0.480, 0.569, -0.778, 0.469, -1.247, 0.622, 0.096, -1.082, 0.883, 0.134, -1.386, 0.602, -0.640, -0.020, 0.305, -2.339, 1.427, 0.243, -0.154, -0.812, -0.406, -0.429, 0.507, 0.197, 0.389, 0.238, -0.309, 0.740, 0.601, 0.269, 0.890, -1.643, 0.744, 0.639, 0.408, 0.284, 0.264, 0.218, 0.159, 0.612]}

{"formula": "C34H39ClN4O2P2Pb", "method": "ωB97M-V/def2-TZVPD", "energy_ha": -3024.00292, "lumo_energy_ev": -1.817, "homo_lumo_gap_ha": 0.186, "largest_force_ev_per_a": 3.82, "e_above_lowest_kj_mol": 0.0, "species": ["Pb", "C", "C", "C", "C", "C", "C", "C", "C", "C", "H", "H", "H", "H", "H", "H", "H", "H", "H", "H", "H", "H", "H", "H", "H", "P", "P", "N", "N", "N", "N", "C", "C", "C", "C", "C", "C", "C", "C", "C", "C", "C", "C", "C", "C", "C", "C", "C", "C", "H", "H", "H", "H", "H", "H", "H", "H", "H", "H", "H", "H", "H", "H", "H", "H", "H", "H", "H", "H", "Cl", "C", "C", "C", "C", "C", "C", "C", "O", "O", "H", "H", "H", "H"], "coordinates": [[0.061008, 2.303617, 0.286598], [-1.779238, 1.859644, -4.745822], [-1.926234, 0.564008, -4.506468], [-0.891690, -0.448545, -4.966043], [0.582215, -0.119397, -4.668969], [0.885189, 0.677912, -3.425735], [0.690543, 1.977606, -3.213849], [0.606360, 2.818156, -4.447854], [-0.579395, 2.473655, -5.394709], [1.210052, 1.944868, 2.319038], [-2.649032, 2.515079, -4.619338], [-2.871169, 0.167800, -4.114677], [-0.987866, -0.554386, -6.049704], [-1.137689, -1.443303, -4.573530], [1.119254, -1.069502, -4.535660], [1.050468, 0.306202, -5.566457], [1.656186, 0.176832, -2.821291], [0.790067, 2.441716, -2.240107], [1.521445, 2.649940, -5.032871], [0.597593, 3.881871, -4.205956], [-0.888948, 3.407872, -5.879914], [-0.207350, 1.851499, -6.224229], [0.867210, 2.680994, 3.059119], [2.292876, 2.086476, 2.204216], [1.035938, 0.950176, 2.714369], [1.963363, -0.414516, 0.328548], [-1.267937, -1.052967, 0.659149], [3.125389, 0.822923, -0.658229], [3.201815, -1.631227, 0.509466], [-2.203158, 0.219283, -0.178588], [-2.676298, -2.011944, 0.841691], [1.043103, -1.228698, -0.991844], [-0.303002, -1.911950, -0.678452], [3.477859, 2.081400, -0.162444], [4.447389, 2.638296, -0.975037], [4.689259, 1.711747, -2.036903], [3.839903, 0.619401, -1.832870], [4.135559, -1.471575, 1.553489], [4.670682, -2.708189, 1.872001], [4.084354, -3.674587, 0.981591], [3.213657, -2.985006, 0.151328], [-2.732625, 1.308907, 0.562126], [-3.165596, 2.274391, -0.346273], [-2.820212, 1.824614, -1.644332], [-2.193109, 0.603789, -1.512756], [-3.703800, -2.268215, -0.093476], [-4.647491, -3.077656, 0.510171], [-4.222826, -3.308427, 1.865110], [-3.022518, -2.648979, 2.049403], [1.673104, -1.861186, -1.628315], [0.708343, -0.381699, -1.604518], [-0.922714, -1.946868, -1.595516], [-0.140079, -2.955496, -0.347430], [3.045099, 2.490156, 0.738966], [4.907253, 3.599710, -0.783917], [5.409427, 1.849558, -2.829062], [3.685346, -0.265381, -2.439583], [4.315560, -0.487895, 1.957088], [5.378725, -2.915155, 2.665713], [4.263432, -4.743483, 0.981487], [2.615164, -3.339349, -0.670534], [-2.932542, 1.185005, 1.598600], [-3.666226, 3.185978, -0.088720], [-2.967712, 2.333913, -2.583933], [-1.771011, -0.055381, -2.275097], [-3.662790, -1.833126, -1.079074], [-5.534479, -3.460815, 0.051873], [-4.737504, -3.884670, 2.618333], [-2.380107, -2.521486, 2.915931], [-1.668684, -0.857652, 9.517498], [-1.413348, -0.489226, 7.854723], [-0.657411, -1.353476, 7.054591], [-0.481655, -1.068843, 5.686726], [-1.102534, 0.057326, 5.112552], [-1.714021, 1.005878, 5.968775], [-1.935644, 0.705836, 7.318804], [-1.162296, 0.274029, 3.591748], [-0.879988, -0.768273, 2.852282], [-1.556733, 1.382254, 3.181544], [-0.207086, -2.224994, 7.527841], [0.079935, -1.790309, 5.081818], [-2.095564, 1.927757, 5.555359], [-2.472782, 1.395743, 7.970409]], "atomic_forces_ev_per_a": [[-0.07, -0.80, 1.81], [-0.78, 0.17, -0.44], [0.05, -0.36, -0.84], [-0.38, -0.11, 0.34], [0.89, -0.26, -0.17], [1.47, -0.54, 0.15], [0.44, -0.32, -1.14], [-0.90, 0.60, -0.34], [0.13, 0.59, -0.58], [-0.04, 0.90, -0.05], [0.40, -0.14, 0.29], [0.37, 0.27, -0.17], [-0.07, -0.01, -0.05], [0.03, 0.21, 0.13], [-0.21, 0.08, -0.13], [-0.08, 0.22, 0.17], [-1.30, 0.31, 0.15], [0.66, -0.02, -0.30], [-0.05, 0.09, 0.27], [-0.14, 0.00, 0.08], [0.00, -0.15, 0.08], [-0.21, 0.02, 0.36], [-0.09, -0.14, -0.18], [-0.38, -0.12, 0.10], [-0.19, -0.03, -0.19], [2.50, 0.39, -1.03], [0.55, 0.71, -0.98], [-1.31, -0.70, 0.11], [0.69, -0.18, 1.01], [0.59, 1.89, -0.78], [-0.82, -1.04, 0.66], [-1.13, 0.38, -0.66], [-0.85, -0.79, -0.74], [0.23, -0.19, -0.43], [-0.58, -0.59, 0.10], [-0.78, -0.43, 0.54], [0.56, 0.86, 0.54], [-0.23, -1.25, -0.18], [-0.54, 0.66, -0.49], [-0.52, 1.04, -0.33], [0.31, -0.15, 0.80], [-0.23, -0.77, -1.55], [0.62, -0.79, 0.13], [0.23, -0.06, 0.00], [-0.28, -0.60, 0.41], [0.22, -0.54, 1.01], [1.17, 0.67, 0.24], [0.81, 0.50, -0.31], [-0.50, -0.10, -0.73], [-0.16, 0.24, 0.03], [0.32, -0.20, 0.27], [0.52, -0.34, 0.02], [-0.30, 0.44, 0.08], [0.25, -0.26, -0.26], [0.02, -0.18, -0.20], [-0.15, -0.15, -0.07], [0.21, 0.08, 0.25], [-0.04, -0.06, 0.11], [-0.06, 0.12, -0.23], [0.02, 0.26, -0.16], [-0.05, -0.10, 0.16], [0.15, 0.12, 0.55], [-0.17, 0.17, 0.08], [-0.02, 0.01, 0.25], [-0.18, 0.41, 0.52], [-0.03, -0.08, 0.04], [-0.27, -0.02, -0.17], [0.01, 0.05, -0.06], [-0.20, -0.08, -0.28], [-0.06, -0.09, 0.32], [0.13, 0.60, -1.30], [-0.05, 0.55, -0.05], [-0.68, -0.14, 0.36], [0.42, 0.29, 0.45], [-0.14, -1.17, 0.17], [0.61, -0.34, -0.08], [-0.04, -1.44, -0.30], [-0.38, 1.93, 3.28], [0.37, -0.37, 0.10], [-0.09, 0.14, -0.27], [-0.35, 0.46, 0.05], [-0.05, -0.04, -0.14], [0.15, -0.19, -0.20]], "mulliken_charge": [1.131, -0.381, -0.674, -0.853, -1.315, 1.349, 0.784, -1.294, -0.823, -1.300, 0.634, 0.707, 0.423, 0.388, 0.361, 0.472, -0.703, -0.334, 0.270, 0.419, 0.480, 0.360, 0.513, 0.480, 0.085, 0.319, 0.255, 0.544, 0.576, 0.131, 0.623, 1.379, -1.986, -0.456, -0.750, -0.900, -0.506, -0.567, -0.598, -0.643, -0.407, -0.881, -1.581, 0.256, 0.117, -0.301, -0.640, -0.617, -0.489, 1.488, -2.455, 0.388, 0.489, 0.276, 0.461, 0.455, 0.576, 0.404, 0.430, 0.421, 0.447, 0.741, 0.481, 0.280, 0.167, 0.373, 0.463, 0.439, 0.425, -0.222, 0.419, -0.721, -0.167, 0.355, -0.333, -0.604, 0.259, -0.614, -0.729, 0.373, 0.386, 0.418, 0.376]}

{"formula": "C11H19ClF9O3SSi", "method": "ωB97M-V/def2-TZVPD", "energy_ha": -2702.94256, "lumo_energy_ev": 0.430, "total_charge": -1, "homo_lumo_gap_ha": 0.185, "largest_force_ev_per_a": 4.39, "e_above_lowest_kj_mol": 274.7, "species": ["C", "C", "C", "C", "Si", "Cl", "C", "C", "C", "C", "C", "F", "F", "C", "F", "F", "S", "F", "F", "F", "F", "F", "H", "H", "H", "H", "H", "H", "H", "H", "H", "H", "H", "H", "H", "H", "H", "H", "H", "H", "C", "O", "O", "O", "H"], "coordinates": [[-2.114408, -0.157044, -3.720425], [-1.261368, -1.495735, -3.491500], [-1.591871, -2.258134, -2.135178], [-1.185059, -1.463954, -0.805629], [0.695565, -1.133067, -0.639243], [1.074859, 0.617194, -1.851512], [1.131190, -0.567623, 1.165660], [2.681319, -0.248714, 1.312500], [3.101595, 0.626825, 2.577540], [2.014158, 1.653867, 3.113883], [1.766373, 2.901706, 2.130029], [1.452003, 2.516374, 0.820532], [3.059369, 3.513498, 2.025708], [0.823798, 4.029931, 2.736478], [1.096186, 4.255014, 4.102751], [1.195580, 5.242672, 2.102982], [-1.011724, 3.829451, 2.473448], [-1.238979, 3.714384, 4.139424], [-0.947146, 2.188877, 2.327804], [-0.926419, 4.103441, 0.850155], [-1.202508, 5.490916, 2.672382], [-2.659443, 3.724733, 2.309414], [-3.155433, -0.213597, -3.247535], [-1.542335, 0.750508, -3.342414], [-2.291965, -0.037460, -4.844269], [-0.142657, -1.281853, -3.634974], [-1.540785, -2.205916, -4.342282], [-1.130900, -3.293539, -2.191504], [-2.729387, -2.407654, -2.116286], [-1.545578, -2.100721, 0.078960], [-1.793900, -0.491476, -0.733558], [1.537216, -2.228402, -1.113197], [0.795516, -1.423232, 1.856038], [0.431998, 0.298708, 1.373743], [3.331332, -1.193910, 1.336630], [3.024928, 0.313244, 0.372093], [3.344889, -0.104810, 3.429131], [4.081633, 1.197977, 2.405291], [2.390614, 2.056019, 4.118608], [1.068923, 1.076137, 3.342164], [-1.828709, -5.600705, -3.434720], [-2.083497, -5.553829, -2.196494], [-2.283460, -6.762764, -4.000493], [-1.252466, -4.785320, -4.179034], [-2.639047, -7.092017, -3.153108]], "atomic_forces_ev_per_a": [[0.29, -0.25, -0.34], [-0.55, -0.20, -0.55], [-0.21, 0.36, -0.50], [-0.82, -0.45, 0.00], [-1.47, 1.31, 0.43], [0.11, -0.79, 0.58], [0.10, -0.87, 0.08], [0.51, 0.70, -0.46], [0.40, -0.13, 0.36], [0.02, -0.19, 0.24], [2.44, -1.62, 0.26], [-0.02, 1.06, 2.47], [-2.25, -0.54, 0.14], [2.70, 2.64, 0.03], [-0.51, -0.92, -2.98], [-0.98, -2.46, 1.05], [-4.01, 1.67, 0.68], [0.16, -0.48, -2.52], [0.23, 2.35, 0.08], [0.38, -1.02, 2.34], [0.25, -2.33, -0.24], [2.40, 0.00, 0.22], [1.49, 0.05, -0.44], [-0.93, -1.01, -0.38], [0.32, 0.03, 1.49], [-1.56, -0.24, 0.38], [0.46, 0.72, 1.32], [-0.60, 1.24, 0.22], [1.59, 0.07, 0.02], [0.64, 0.80, -1.04], [1.06, -1.16, -0.12], [0.22, -0.10, -0.09], [0.54, 1.16, -0.80], [1.03, -0.84, -0.23], [-1.20, 1.17, -0.05], [-0.58, -0.71, 1.28], [-0.58, 1.17, -0.98], [-1.42, -0.86, 0.00], [-0.58, -0.25, -1.56], [0.88, 0.93, -0.45], [0.70, 1.45, 0.18], [0.25, 0.39, -0.08], [-0.47, -0.86, 0.13], [-0.26, -0.34, 0.40], [-0.19, -0.64, -0.60]], "mulliken_charge": [-0.962, -0.168, -0.494, -0.662, 0.577, -0.343, 0.030, -0.619, -0.838, -0.800, 0.754, -0.151, -0.357, 0.640, -0.255, -0.266, 1.154, -0.326, -0.271, -0.269, -0.326, -0.282, 0.247, 0.142, 0.359, 0.147, 0.297, 0.124, 0.307, 0.375, 0.280, -0.154, 0.337, -0.386, 0.429, 0.274, 0.336, 0.279, 0.451, 0.362, 0.753, -0.799, -0.526, -0.698, 0.301]}